[1]
Density functional theory data (the ωB97M-V functional and the def2-TZVPD basis) for 7 unconnected molecules or ions with the total composition C8H22Br8O3 in a non-equilibrium geometry.

charge: 0
HOMO-LUMO gap: 10.0 eV
F_max: 1.83 eV Å⁻¹
SMILES: BrCCBr.BrCCBr.BrCCBr.BrCCBr.O.O.O

Geometry as XYZ:
```
41
C8H22Br8O3, DFT the ωB97M-V functional and the def2-TZVPD basis
Br -6.0405 -4.5547 2.9094
C -5.6161 -2.6938 2.2549
C -4.1281 -2.6406 1.7467
Br -3.7217 -0.7787 1.1567
H -5.8063 -1.9412 3.0200
H -6.3067 -2.5260 1.4284
H -3.9515 -3.3930 0.9780
H -3.4368 -2.8338 2.5670
Br 5.2606 -0.6320 -3.4649
C 5.1805 1.3084 -3.4852
C 4.7176 1.6673 -2.0563
Br 6.2936 1.3983 -0.8887
H 4.3536 1.5144 -4.1648
H 6.1447 1.7582 -3.7218
H 3.9527 0.9545 -1.7482
H 4.3179 2.6806 -2.0183
Br -3.3064 5.6406 -0.1888
C -2.2753 5.5873 -1.9099
C -1.5094 4.2275 -2.1598
Br -0.2549 3.5942 -0.8136
H -1.5482 6.3983 -1.8702
H -3.0431 5.7283 -2.6707
H -0.8926 4.4735 -3.0242
H -2.2090 3.4057 -2.3121
Br 4.2759 -0.7468 5.2530
C 2.7273 -0.0812 4.1998
C 3.0586 0.0018 2.6827
Br 3.1470 -1.8246 1.8418
H 2.3167 0.8828 4.5002
H 1.8987 -0.7838 4.2893
H 3.9973 0.5315 2.5204
H 2.2315 0.5143 2.1914
O -3.6967 -2.7458 -2.4264
H -2.8251 -2.4103 -2.2166
H -4.2472 -1.9648 -2.4829
O 0.1705 -5.2705 1.2878
H 0.6436 -5.6022 0.5246
H 0.7113 -5.5260 2.0351
O -0.2934 -1.3248 -1.5626
H 0.0821 -0.4444 -1.5658
H -0.3726 -1.5486 -0.6353
```

[2]
Density functional theory data (the ωB97M-V functional and the def2-TZVPD basis) for a molecular structure, C2F2O in a non-equilibrium geometry.

charge: 0
HOMO-LUMO gap (alpha / beta): 4.5 / 4.5 eV
F_max: 3.75 eV Å⁻¹

Geometry as XYZ:
```
5
C2F2O, DFT the ωB97M-V functional and the def2-TZVPD basis
C 0.1610 -0.5756 -0.1249
C -1.7097 0.0788 -0.6190
O 1.2121 -0.7821 0.1346
F -2.2122 0.4729 0.4780
F 2.5487 0.8060 0.1314
```

[3]
Density functional theory data (the ωB97M-V functional and the def2-TZVPD basis) for a molecular structure, C34H56Br3Cl9N2O14Zr in a non-equilibrium geometry.

charge: +2
HOMO-LUMO gap: 4.7 eV
F_max: 9.76 eV Å⁻¹

Geometry as XYZ:
```
119
C34H56Br3Cl9N2O14Zr, DFT the ωB97M-V functional and the def2-TZVPD basis
Zr -23.5230 -8.8518 -25.9994
C -23.1336 -8.9384 -30.8576
C -23.7030 -7.6236 -30.3419
C -24.1588 -6.7721 -31.5457
C -25.4507 -7.1954 -32.0504
C -26.5073 -7.1450 -30.8506
C -26.1816 -8.0903 -29.7148
N -24.7610 -7.8449 -29.3172
O -24.3926 -8.5597 -28.1034
C -26.5422 -9.5199 -30.0725
C -27.1568 -7.6033 -28.5148
C -22.5516 -6.7862 -29.6487
H -23.8844 -9.6404 -31.2204
H -22.6663 -9.4790 -30.0346
H -22.4025 -8.6887 -31.6265
H -23.5110 -6.8187 -32.4210
H -24.0579 -5.7097 -31.3236
H -25.3815 -8.2313 -32.3825
H -25.7071 -6.6125 -32.9351
H -27.4782 -7.2678 -31.3307
H -26.4990 -6.1266 -30.4623
H -27.1893 -9.9615 -29.3146
H -25.6383 -10.1212 -30.1692
H -27.1114 -9.5289 -31.0020
H -26.7860 -6.7339 -27.9718
H -27.2827 -8.4276 -27.8129
H -28.1833 -7.3987 -28.8191
H -21.7925 -6.2936 -30.2564
H -21.9462 -7.3831 -28.9666
H -23.0378 -5.9992 -29.0722
C -22.0036 -13.0757 -24.5164
C -21.4814 -12.9431 -25.9468
C -20.9107 -14.3436 -26.3282
C -22.1081 -15.3020 -26.7259
C -22.8281 -14.6935 -27.9049
C -23.4972 -13.3070 -27.5004
N -22.5103 -12.3770 -26.9018
O -22.8842 -10.8965 -26.6780
C -24.6235 -13.6482 -26.5245
C -24.1866 -12.6946 -28.8467
C -20.1996 -12.0495 -25.8234
H -22.7214 -12.3423 -24.1490
H -21.1136 -13.1110 -23.8881
H -22.5453 -14.0022 -24.3259
H -20.3814 -14.7828 -25.4826
H -20.2045 -14.3720 -27.1579
H -22.7934 -15.8314 -26.0638
H -21.6683 -16.1856 -27.1884
H -23.5118 -15.3993 -28.3766
H -22.1124 -14.5630 -28.7166
H -25.4162 -14.3158 -26.8622
H -25.2356 -12.7734 -26.3051
H -24.3571 -14.1695 -25.6050
H -23.3678 -12.3566 -29.4820
H -24.7757 -11.8100 -28.6049
H -24.8237 -13.3416 -29.4496
H -20.2879 -11.2144 -25.1285
H -19.8406 -11.6297 -26.7631
H -19.3704 -12.6599 -25.4656
C -24.4521 -15.2177 -32.0052
Br -24.8353 -15.8066 -33.8570
Br -22.9660 -16.1665 -31.1892
Br -26.0953 -15.5874 -30.9771
H -24.3828 -14.1314 -31.9485
C -24.8571 -18.5651 -29.2777
Cl -26.1035 -19.8560 -29.2422
Cl -23.3184 -19.3259 -29.6488
Cl -24.7545 -17.7296 -27.7312
H -25.0972 -17.8970 -30.1049
C -24.7564 -18.8066 -24.4644
Cl -25.3531 -20.2253 -25.4212
Cl -22.9883 -18.4791 -24.7498
Cl -25.1148 -19.0213 -22.7261
H -25.2093 -17.8511 -24.7288
C -16.1792 -13.6334 -26.0428
Cl -16.5204 -11.9487 -26.5675
Cl -16.8510 -14.6064 -27.3298
Cl -16.9880 -13.9009 -24.4277
H -15.1111 -13.8399 -25.9750
C -19.0841 -14.7128 -30.1262
C -20.0610 -13.7127 -30.6576
O -19.5957 -13.5141 -31.9952
C -18.3729 -14.1205 -32.1353
O -17.7693 -14.2179 -33.1948
O -17.9517 -14.6646 -30.9359
H -19.5523 -15.6799 -30.3094
H -18.9229 -14.6036 -29.0537
H -20.1930 -12.8735 -29.9746
H -21.0661 -14.1346 -30.6576
C -18.0255 -8.7790 -27.4435
C -18.0970 -8.5331 -26.0097
O -19.4123 -7.9258 -25.9009
C -20.1271 -8.5351 -26.9075
O -21.3497 -8.6676 -26.9288
O -19.3233 -9.0753 -27.7816
H -17.5944 -9.7206 -27.7833
H -17.7301 -7.9130 -28.0358
H -17.3559 -7.8186 -25.6514
H -17.8542 -9.3597 -25.3420
C -18.1949 -17.0888 -24.4482
C -18.7054 -17.6542 -25.8058
O -18.3503 -19.0907 -25.6652
C -17.6988 -19.2948 -24.5379
O -16.9732 -20.2279 -24.2473
O -17.6946 -18.2414 -23.8686
H -18.9728 -16.5574 -23.9000
H -17.4376 -16.3176 -24.5890
H -18.1129 -17.2059 -26.6033
H -19.7639 -17.4689 -25.9886
C -28.8962 -10.8128 -25.8434
C -28.3516 -11.9381 -24.9241
O -26.8697 -11.7397 -24.9939
C -26.6320 -10.5562 -25.4173
O -25.4964 -9.9867 -25.5235
O -27.7767 -9.9763 -25.8310
H -29.8152 -10.3528 -25.4803
H -29.1166 -11.1887 -26.8425
H -28.5706 -12.9864 -25.1274
H -28.6567 -11.7777 -23.8900
```

[4]
Density functional theory data (the ωB97M-V functional and the def2-TZVPD basis) for C23H24N2O5 in the gas phase.

charge: 0
HOMO-LUMO gap: 7.5 eV
F_max: 0.81 eV Å⁻¹
SMILES: CCOC(=O)/C(C#N)=C\c1ccc(OCC(=O)Nc2ccc(C)cc2C)c(OC)c1

Geometry as XYZ:
```
54
C23H24N2O5, DFT the ωB97M-V functional and the def2-TZVPD basis
C -5.6519 -3.3331 -0.2844
C -6.4988 -2.4558 0.6271
H -6.1104 -2.4851 1.6507
H -7.5440 -2.7696 0.6147
O -6.5186 -1.1019 0.1784
C -5.4926 -0.3226 0.5347
O -4.5631 -0.6955 1.2075
C -5.7145 1.0639 0.0412
C -4.7941 2.0311 -0.1966
C -3.3552 1.9690 -0.1882
C -2.6439 3.1574 -0.0176
C -1.2621 3.1599 0.0321
C -0.5569 1.9749 -0.1041
C -1.2614 0.7641 -0.3105
C -2.6377 0.7778 -0.3644
H -3.1752 -0.1328 -0.5538
O -0.4834 -0.3449 -0.4388
C -1.1280 -1.5964 -0.5103
H -1.6836 -1.7066 -1.4474
H -0.3328 -2.3394 -0.4759
H -1.8053 -1.7428 0.3362
O 0.7915 1.8455 -0.0676
C 1.6045 2.9727 0.1613
H 1.4989 3.7139 -0.6415
H 1.3566 3.4589 1.1140
C 3.0857 2.5516 0.2217
O 3.9471 3.3898 0.3736
N 3.2501 1.2220 0.0950
C 4.4262 0.4610 0.0981
C 5.6798 1.0413 0.2474
C 6.8157 0.2542 0.2472
C 6.7284 -1.1225 0.0991
C 5.4691 -1.6898 -0.0498
C 4.3123 -0.9281 -0.0533
C 2.9719 -1.5879 -0.2123
H 3.0969 -2.6623 -0.3228
H 2.4501 -1.2149 -1.0941
H 2.3402 -1.4085 0.6584
H 5.3881 -2.7620 -0.1654
C 7.9588 -1.9778 0.0754
H 8.3053 -2.1048 -0.9510
H 8.7612 -1.5171 0.6464
H 7.7543 -2.9645 0.4852
H 7.7826 0.7207 0.3656
H 5.7552 2.1092 0.3647
H 2.3952 0.6930 -0.0276
H -0.7387 4.0908 0.1798
H -3.1777 4.0878 0.1038
H -5.1970 3.0132 -0.4256
C -7.0799 1.4007 -0.1099
N -8.1827 1.6905 -0.2330
H -6.0009 -3.2539 -1.3113
H -5.7257 -4.3679 0.0369
H -4.6093 -3.0264 -0.2385
```

Values of calculated total energy, in order: -575134.7510 -9547.4329 -391896.8660 -37457.8590, all in eV.